This record from OMol25 describes a molecular structure, C34H37BrF4FeN4P. The level of theory is the ωB97M-V functional and the def2-TZVPD basis.

Values from the calculation:
LUMO energy (spin up / spin down)   -2.559 / -2.873 eV
Expectation value of S²   6.018
Net charge   +1
Molar mass   744.41 g/mol
2S+1   5

Cartesian coordinates (Å):
Fe (0.210927, -0.331530, -0.190330)
C (0.612227, 0.414464, 1.955819)
C (1.818697, -0.202671, 1.539944)
C (1.574633, -1.582856, 1.342942)
C (0.200210, -1.823206, 1.622998)
C (-0.395995, -0.588167, 1.987278)
C (-1.795489, -0.455861, 2.514686)
C (-0.501364, -3.143530, 1.792661)
C (2.693880, -2.582511, 1.241160)
C (3.187116, 0.400419, 1.605251)
C (0.522662, 1.810565, 2.502653)
H (-1.847137, -0.739391, 3.568645)
H (-2.499206, -1.098299, 1.982821)
H (-2.172965, 0.563155, 2.459690)
H (0.206585, -3.970676, 1.831575)
H (-1.235854, -3.373646, 1.029075)
H (-1.045821, -3.150398, 2.738351)
H (3.458545, -2.294173, 0.516914)
H (2.374521, -3.598218, 1.000130)
H (3.203299, -2.651300, 2.206256)
H (3.723834, 0.028390, 2.482786)
H (3.145303, 1.483091, 1.698529)
H (3.801538, 0.162981, 0.738011)
H (1.062210, 1.878150, 3.450042)
H (-0.502664, 2.111414, 2.704056)
H (0.959633, 2.558040, 1.834864)
F (-1.030272, 6.910843, -0.143886)
C (-0.571460, 5.721617, -0.487712)
C (0.560347, 5.613496, -1.272108)
F (1.180306, 6.708667, -1.688097)
C (1.028104, 4.360349, -1.637065)
F (2.083659, 4.333191, -2.450238)
C (0.418914, 3.187159, -1.215464)
P (0.989211, 1.544723, -1.778249)
C (0.254516, 1.578574, -3.441198)
C (-1.063243, 1.150482, -3.582702)
C (-1.729226, 1.299904, -4.789414)
C (-1.080655, 1.881251, -5.869683)
C (0.225316, 2.332747, -5.733038)
C (0.886299, 2.197617, -4.521192)
C (2.788305, 1.678686, -1.947469)
C (3.490105, 1.096353, -3.000821)
C (4.875834, 1.164992, -3.039071)
C (5.566923, 1.826723, -2.036027)
C (4.872847, 2.412125, -0.986588)
C (3.491042, 2.332685, -0.940463)
C (-0.751589, 3.328059, -0.456396)
Br (-1.811282, 1.869425, 0.087434)
C (-1.235217, 4.568561, -0.090181)
F (-2.341827, 4.696832, 0.631250)
H (-1.590142, 0.700025, -2.747594)
H (-2.751154, 0.960315, -4.887228)
H (-1.595649, 1.994498, -6.813426)
H (0.727823, 2.803218, -6.566526)
H (1.886176, 2.596184, -4.417042)
H (2.968532, 0.579739, -3.795671)
H (5.411778, 0.705680, -3.857804)
H (6.645521, 1.891704, -2.073177)
H (5.407502, 2.929216, -0.201489)
H (2.961486, 2.805584, -0.124681)
C (1.829393, -1.815241, -2.219217)
N (0.415727, -2.015399, -1.757197)
C (0.322844, -3.410077, -1.226419)
N (0.755643, -4.411321, -2.178820)
C (2.137070, -4.132313, -2.573098)
N (2.259985, -2.805769, -3.183868)
C (1.367465, -2.741669, -4.343881)
N (-0.023810, -2.999216, -3.970248)
C (-0.432234, -2.006105, -2.999389)
C (-0.097703, -4.326861, -3.362040)
H (2.480200, -1.835920, -1.344820)
H (1.890685, -0.833559, -2.682710)
H (-0.716897, -3.598469, -0.975227)
H (0.926911, -3.470689, -0.330240)
H (2.460325, -4.887034, -3.290155)
H (2.781197, -4.182777, -1.693812)
H (1.681633, -3.482609, -5.078899)
H (1.438554, -1.748421, -4.793513)
H (-1.465935, -2.194180, -2.698862)
H (-0.362568, -1.025139, -3.454373)
H (0.221100, -5.072967, -4.089860)
H (-1.129477, -4.535704, -3.074401)

Atoms 1-3, force components in eV/Å:
Fe 0.4 -0.3 0.1
C 0.1 0.2 0.0
C 0.2 0.0 0.0

---

This record from OMol25 describes a molecular structure, C34H37FeN5. The level of theory is the ωB97M-V functional and the def2-TZVPD basis.

Values from the calculation:
LUMO energy (spin up / spin down)   0.367 / 0.366 eV
Net charge   0
Molar mass   571.55 g/mol

Cartesian coordinates (Å):
Fe (-0.490567, -0.274946, -0.039250)
C (-1.737611, -2.271501, 1.886797)
C (-0.341179, -2.802958, 2.149523)
C (0.732171, -1.752310, 2.349835)
C (1.612352, -2.008659, 3.380320)
C (2.503655, -0.960980, 3.777357)
C (2.561475, 0.180480, 3.081073)
C (1.793905, 0.352342, 1.795054)
N (0.710277, -0.646683, 1.597338)
N (-1.914693, -1.746101, 0.521580)
C (-1.801009, -2.851810, -0.450943)
C (-0.397601, -3.045090, -0.945455)
C (0.089005, -4.306251, -1.254005)
C (1.365352, -4.429303, -1.770753)
C (2.111295, -3.277197, -1.958593)
C (1.555455, -2.063176, -1.603472)
N (0.322870, -1.929037, -1.103747)
C (-3.241631, -1.136417, 0.396851)
C (-3.380673, -0.401793, -0.908732)
C (-4.621153, 0.003501, -1.382241)
C (-4.693903, 0.627223, -2.613988)
C (-3.528052, 0.806040, -3.345416)
C (-2.333964, 0.387861, -2.789613)
N (-2.254811, -0.188728, -1.590024)
H (-1.974011, -1.475863, 2.588505)
H (-2.471196, -3.077978, 2.042502)
H (-0.050112, -3.521071, 1.379196)
H (-0.397358, -3.381659, 3.072110)
H (1.508606, -2.908472, 3.969732)
H (3.086383, -1.068581, 4.686552)
H (3.163260, 1.007442, 3.431411)
H (1.304297, 1.341003, 1.794100)
H (-2.412895, -2.608280, -1.320237)
H (-2.193384, -3.785919, -0.033031)
H (-0.526805, -5.177415, -1.072767)
H (1.775472, -5.402394, -2.005919)
H (3.117912, -3.314506, -2.350179)
H (2.139288, -1.160292, -1.691952)
H (-3.376848, -0.434576, 1.220302)
H (-4.029248, -1.900147, 0.475699)
H (-5.509917, -0.170545, -0.789491)
H (-5.646030, 0.963042, -3.003456)
H (-3.541944, 1.269790, -4.321681)
H (-1.394597, 0.533175, -3.310241)
C (1.025112, 2.457547, -3.156559)
C (0.240449, 3.580110, -2.921550)
C (-0.608611, 3.586782, -1.836422)
C (-0.673790, 2.476896, -0.988555)
N (0.079873, 1.383994, -1.233230)
C (0.901409, 1.395012, -2.285511)
C (-1.467877, 2.405708, 0.237732)
C (-2.203985, 3.491747, 0.722339)
C (-2.758581, 3.434806, 1.985455)
C (-2.521618, 2.312302, 2.776142)
C (-1.809500, 1.234049, 2.270763)
C (-1.311708, 1.205739, 0.958939)
H (1.716924, 2.407979, -3.985408)
H (0.300526, 4.441493, -3.574530)
H (-1.217156, 4.455013, -1.629779)
H (1.481807, 0.497405, -2.444140)
H (-2.329038, 4.392961, 0.132550)
H (-3.330112, 4.269222, 2.371558)
H (-2.888641, 2.288554, 3.796272)
H (-1.603601, 0.400303, 2.932378)
C (4.451439, 1.070758, -1.030152)
C (3.616730, 1.468289, 0.187313)
C (4.530065, 1.965961, 1.304275)
C (2.690681, 0.301734, 0.552095)
H (5.110299, 1.882334, -1.346681)
H (3.815261, 0.806364, -1.879815)
H (5.075323, 0.203411, -0.797066)
H (2.972632, 2.306398, -0.112499)
H (5.103096, 1.143181, 1.738325)
H (3.962875, 2.435642, 2.106133)
H (5.235205, 2.705398, 0.916021)
H (1.970020, 0.243400, -0.263527)
H (3.252655, -0.641753, 0.556484)

Atoms 1-3, force components in eV/Å:
Fe -0.9 -0.1 -0.1
C 0.0 -0.1 0.0
C -0.1 0.0 0.0

---

This record from OMol25 describes a molecular structure, C34H37FeN8O7PS. The level of theory is the ωB97M-V functional and the def2-TZVPD basis.

Values from the calculation:
LUMO energy (spin up / spin down)   -2.855 / -5.101 eV
Expectation value of S²   8.811
Net charge   +1
Molar mass   788.60 g/mol
2S+1   6

Cartesian coordinates (Å):
Fe (8.419373, 11.826863, 9.987452)
O (8.630652, 9.737720, 13.452812)
C (8.876721, 10.333884, 12.373394)
N (8.154321, 11.348186, 11.816972)
C (7.346871, 12.147763, 12.707971)
C (6.592448, 13.185365, 12.002287)
C (5.863498, 14.226688, 12.608952)
C (5.325287, 15.261337, 11.837956)
C (5.397614, 15.246756, 10.455876)
C (6.006594, 14.058613, 9.917197)
N (6.675784, 13.132517, 10.661625)
C (10.061751, 9.746905, 11.667569)
C (11.092080, 9.068235, 12.362444)
C (12.026185, 8.409204, 11.580325)
C (11.992316, 8.602778, 10.191805)
C (10.944638, 9.323863, 9.645606)
N (10.095531, 10.010270, 10.391507)
H (7.978020, 12.592443, 13.523213)
H (6.611131, 11.475554, 13.235585)
H (5.778571, 14.257391, 13.708597)
H (4.800347, 16.106380, 12.247719)
H (5.079854, 16.080624, 9.772322)
H (6.007527, 13.835185, 8.823674)
H (11.138778, 9.214638, 13.446540)
H (12.780423, 7.734731, 12.017009)
H (12.784625, 8.255671, 9.559622)
H (10.949737, 9.540667, 8.537797)
O (8.808896, 13.103052, 5.778451)
S (9.785363, 12.303564, 7.030665)
O (10.697744, 11.468268, 6.187141)
N (8.524184, 11.491659, 7.936944)
C (7.875997, 10.483976, 7.341633)
C (8.152864, 9.974199, 6.046744)
C (7.244903, 9.127901, 5.411876)
C (6.148049, 8.620148, 5.973452)
C (5.814205, 8.909889, 7.296876)
C (4.598349, 8.595569, 7.911429)
C (4.336757, 9.189764, 9.173595)
C (5.216124, 10.110178, 9.706273)
N (6.445013, 10.365700, 9.200110)
C (6.738673, 9.837205, 7.999354)
C (9.564988, 14.106696, 5.182156)
C (10.726641, 13.880955, 4.392249)
C (11.547584, 14.951381, 4.105690)
C (11.169509, 16.240758, 4.433800)
C (9.916109, 16.418441, 5.048875)
C (9.220638, 15.360584, 5.578801)
H (9.122844, 10.209180, 5.590358)
H (7.469461, 8.926015, 4.359375)
H (5.456017, 7.907233, 5.498101)
H (3.902540, 7.871988, 7.428799)
H (3.428089, 9.067738, 9.736741)
H (4.971156, 10.575265, 10.683008)
H (11.057836, 12.883214, 4.122435)
H (12.471783, 14.695882, 3.590156)
H (11.784512, 17.115007, 4.229264)
H (9.640481, 17.444327, 5.315674)
H (8.542596, 15.601805, 6.438396)
C (15.953140, 9.328400, 11.969534)
O (16.447129, 10.391584, 11.162453)
P (15.375200, 10.914638, 10.046788)
O (15.689510, 9.767860, 8.899264)
C (15.455510, 9.918420, 7.465097)
O (16.364010, 12.148201, 9.550387)
C (15.909667, 13.472277, 9.244612)
H (14.922397, 9.582063, 12.274263)
H (16.530951, 9.327489, 12.898542)
H (16.052380, 8.366895, 11.440940)
H (15.467100, 8.905496, 7.105817)
H (16.188890, 10.553164, 6.960452)
H (14.449004, 10.341214, 7.177545)
H (15.024972, 13.765268, 9.833763)
H (15.674601, 13.578067, 8.187114)
H (16.729562, 14.154369, 9.462054)
C (12.879550, 15.309172, 10.876082)
N (11.495201, 14.955621, 10.612507)
C (10.489650, 15.960741, 10.403817)
C (9.335726, 15.063379, 9.818006)
O (8.321608, 15.490499, 9.271553)
N (9.676415, 13.720859, 10.093273)
C (10.976975, 13.724867, 10.420320)
N (11.713507, 12.596855, 10.515445)
H (13.507351, 15.372968, 9.971563)
H (13.371225, 14.571673, 11.540995)
H (12.849302, 16.288459, 11.356224)
H (10.790765, 16.811418, 9.743744)
H (10.163519, 16.416893, 11.339093)
H (11.245590, 11.700361, 10.550144)
H (12.745145, 12.637543, 10.507015)

Atoms 1-3, force components in eV/Å:
Fe -0.7 0.5 -1.2
O 0.1 1.6 -1.4
C -1.0 -1.2 2.9

---

The evaluated maximum force for the records listed, in turn: 0.5 0.9 3.3 eV/Å.
The evaluated relative energy (zero: lowest compared OMol25 entry of this formula, charge and spin) for the records listed, in turn: 0.00 14.58 20.86 kcal/mol.